# 1
Formula: C3H6N2O
Source: the Open Molecules 2025 dataset
Level of theory: ωB97M-V/def2-TZVPD

Last column: natural (NBO) charge in e.
Element x y z (Å)
C (-0.8506, -0.5842, 1.8579)  -0.613
C (-0.7604, -0.9075, 0.3659)  -0.332
C (-0.4950, -0.0157, -0.4826)  0.343
N (-0.1921, 0.9453, -1.1145)  -0.409
N (1.3186, 0.9007, -1.6549)  -0.015
O (2.0741, 0.0792, -1.2125)  -0.546
H (-1.0799, 0.4670, 1.8842)  0.220
H (-1.7137, -1.1401, 2.2216)  0.222
H (0.1168, -0.8013, 2.3888)  0.230
H (-1.0080, -1.7979, -0.1724)  0.241
H (1.2212, 0.9315, -2.6877)  0.335
H (1.3691, 1.9229, -1.3939)  0.323

Values from the calculation:
- energy above the lowest of the compared OMol25 structures with the same formula, charge and spin (eV) = 6.122
- total energy (hartree) = -302.46813
- max |F| (eV/A) = 5.08
- HOMO (eV) = -8.63
- SMILES string = CC=C=N[NH2+][O-]

***

# 2
Formula: C7H20N2Si
Source: the Open Molecules 2025 dataset
Level of theory: ωB97M-V/def2-TZVPD

Last column: natural (NBO) charge in e.
Element x y z (Å)
C (0.7469, -2.4905, 2.3402)  -0.627
C (1.1440, -2.1725, 0.8903)  -0.209
N (0.9478, -0.7114, 0.6577)  -1.094
Si (-0.4843, 0.1529, 0.0035)  1.939
C (-1.9230, -0.1630, 1.2133)  -1.104
C (-0.8799, -0.6531, -1.6827)  -0.890
C (0.2789, -0.5575, -2.6617)  -0.601
N (-0.0152, 1.8009, 0.1276)  -0.863
C (1.2545, 2.3059, -0.2674)  -0.394
C (-0.9725, 2.8801, 0.0440)  -0.394
H (-0.2527, -2.0280, 2.3647)  0.231
H (0.8465, -3.6153, 2.3834)  0.201
H (1.5825, -2.1547, 2.9315)  0.216
H (2.1180, -2.3675, 0.5372)  0.189
H (0.6330, -2.5786, 0.0558)  0.184
H (1.6704, -0.0397, 0.7792)  0.380
H (-1.9265, 0.5313, 1.9519)  0.232
H (-2.8503, -0.0589, 0.8826)  0.225
H (-1.9325, -1.1728, 1.5416)  0.227
H (-0.9845, -1.6546, -1.5644)  0.222
H (-1.7064, -0.2503, -2.2866)  0.231
H (0.2205, -1.3283, -3.3436)  0.198
H (0.3850, 0.2521, -3.3343)  0.200
H (1.1853, -0.6525, -2.2626)  0.197
H (1.9206, 1.5092, -0.3410)  0.192
H (1.1542, 2.4794, -1.3244)  0.175
H (1.5473, 3.0839, 0.3382)  0.192
H (-1.9147, 2.7305, 0.4128)  0.202
H (-0.6912, 3.6495, 0.7297)  0.189
H (-1.1016, 3.2740, -1.1163)  0.153

Values from the calculation:
- energy above the lowest of the compared OMol25 structures with the same formula, charge and spin (eV) = 1.186
- total energy (hartree) = -677.65627
- max |F| (eV/A) = 4.86
- HOMO (eV) = -8.34
- SMILES string = CCN[Si@](C)(CC)N(C)C

***

# 3
Formula: CHClI2
Source: the Open Molecules 2025 dataset
Level of theory: ωB97M-V/def2-TZVPD

Last column: natural (NBO) charge in e.
Element x y z (Å)
C (-0.8400, 1.5577, -0.7544)  -0.744
Cl (-2.5154, 1.2444, -0.2143)  0.037
I (-0.5064, 1.4454, -2.7598)  0.301
I (0.2636, 3.1121, 0.2435)  0.236
H (0.2239, 0.1048, -0.0501)  0.169

Values from the calculation:
- energy above the lowest of the compared OMol25 structures with the same formula, charge and spin (eV) = 3.425
- total energy (hartree) = -1094.13500
- max |F| (eV/A) = 4.19
- HOMO (spin up / spin down) (eV) = -9.22 / -8.95

***

# 4
Formula: C20H24N2O2
Source: the Open Molecules 2025 dataset
Level of theory: ωB97M-V/def2-TZVPD

Last column: natural (NBO) charge in e.
Element x y z (Å)
C (-0.4955, -2.4457, 2.2890)  -0.628
C (0.4933, -2.9519, 1.2866)  -0.078
C (1.4303, -3.9169, 1.6063)  -0.190
C (2.3305, -4.3865, 0.6624)  -0.238
C (2.2867, -3.8902, -0.6249)  -0.204
C (1.3593, -2.9195, -0.9704)  -0.317
C (0.4696, -2.4405, -0.0199)  0.374
O (-0.4647, -1.4676, -0.2490)  -0.514
C (-0.5820, -0.9226, -1.5387)  -0.179
C (0.6569, -0.2269, -2.0977)  0.665
O (0.9077, -0.2467, -3.2867)  -0.618
N (1.4629, 0.4111, -1.2207)  -0.634
C (1.2864, 0.5948, 0.1716)  0.109
C (2.2451, 0.0667, 1.0230)  -0.203
C (2.1208, 0.1869, 2.3944)  -0.230
C (1.0208, 0.8451, 2.9147)  -0.219
C (0.0740, 1.3991, 2.0733)  -0.211
C (0.1860, 1.3078, 0.6844)  0.161
N (-0.7620, 1.8520, -0.1824)  -0.466
C (-2.0785, 2.1552, 0.3395)  -0.215
C (-3.0861, 2.2158, -0.8093)  -0.398
C (-2.6608, 3.2532, -1.8426)  -0.398
C (-1.2440, 2.9461, -2.3155)  -0.405
C (-0.3069, 2.8700, -1.1140)  -0.210
H (-1.5095, -2.6024, 1.9242)  0.221
H (-0.3624, -1.3753, 2.4358)  0.231
H (-0.3757, -2.9553, 3.2414)  0.210
H (1.4549, -4.3101, 2.6125)  0.208
H (3.0559, -5.1389, 0.9329)  0.212
H (2.9750, -4.2526, -1.3739)  0.214
H (1.3436, -2.5470, -1.9826)  0.227
H (-0.8838, -1.6843, -2.2710)  0.207
H (-1.3774, -0.1761, -1.4528)  0.236
H (2.3507, 0.7054, -1.6107)  0.413
H (3.0806, -0.4689, 0.5956)  0.223
H (2.8663, -0.2411, 3.0458)  0.218
H (0.9026, 0.9421, 3.9839)  0.215
H (-0.7573, 1.9331, 2.5062)  0.209
H (-2.3677, 1.3621, 1.0321)  0.214
H (-2.0916, 3.1195, 0.8762)  0.168
H (-4.0712, 2.4593, -0.4075)  0.211
H (-3.1491, 1.2351, -1.2848)  0.197
H (-3.3525, 3.2510, -2.6864)  0.212
H (-2.6845, 4.2479, -1.3901)  0.194
H (-1.2249, 1.9934, -2.8475)  0.206
H (-0.8928, 3.7215, -2.9979)  0.213
H (0.7053, 2.6395, -1.4434)  0.217
H (-0.2841, 3.8534, -0.6117)  0.168

Values from the calculation:
- energy above the lowest of the compared OMol25 structures with the same formula, charge and spin (eV) = 1.339
- total energy (hartree) = -1036.52847
- max |F| (eV/A) = 0.58
- HOMO (eV) = -8.02
- SMILES string = Cc1ccccc1OCC(=O)Nc1ccccc1N1CCCCC1

***

# 5
Formula: C4H6O4Tl
Source: the Open Molecules 2025 dataset
Level of theory: ωB97M-V/def2-TZVPD

Last column: natural (NBO) charge in e.
Element x y z (Å)
Tl (-2.6597, -1.5965, -2.7753)  0.994
C (1.0940, 4.0138, -2.3924)  -0.763
C (0.3921, 2.6945, -2.2095)  0.758
O (1.0466, 1.6712, -2.3759)  -0.385
O (-0.8723, 2.6904, -2.0423)  -0.417
H (0.4509, 4.7860, -2.8144)  0.260
H (2.0345, 3.9402, -2.9386)  0.259
H (1.3516, 4.4783, -1.4406)  0.259
C (-0.2256, -3.4638, 3.3246)  -0.746
C (-0.6174, -2.9589, 1.9546)  0.760
O (-1.0979, -3.7614, 1.1575)  -0.404
O (-0.5951, -1.7363, 1.6200)  -0.354
H (0.5202, -4.2410, 3.1579)  0.259
H (-1.0890, -3.8373, 3.8753)  0.265
H (0.2669, -2.6792, 3.8990)  0.255

Values from the calculation:
- energy above the lowest of the compared OMol25 structures with the same formula, charge and spin (eV) = 3.018
- total energy (hartree) = -628.94608
- max |F| (eV/A) = 3.64
- HOMO (eV) = -11.89
- net charge = +1

***

# 6
Formula: C39H33CdN5O6S
Source: the Open Molecules 2025 dataset
Level of theory: ωB97M-V/def2-TZVPD

Last column: Löwdin charge in e.
Element x y z (Å)
Cd (0.0804, -1.3229, 0.1089)  1.441
C (-1.9737, -4.9043, -1.5316)  -0.036
C (-1.8392, -3.7945, -0.5019)  -0.513
O (-0.7032, -3.6198, -0.0019)  -0.122
C (-3.0001, -3.0656, -0.1844)  -0.082
C (-3.0505, -1.9869, 0.7013)  -0.363
C (-4.4157, -1.5051, 1.1322)  -0.060
N (-1.9622, -1.4036, 1.1836)  -0.044
N (-2.2417, -0.6443, 2.3069)  0.083
C (-1.2403, -0.1167, 2.9068)  -0.337
O (0.0132, -0.2311, 2.4268)  -0.054
C (-1.4787, 0.4095, 4.2734)  -0.161
C (-0.4937, 0.2809, 5.2528)  -0.013
C (-0.7485, 0.6963, 6.5495)  -0.086
C (-1.9779, 1.2497, 6.8830)  -0.120
C (-2.9584, 1.3805, 5.9089)  -0.107
C (-2.7121, 0.9604, 4.6116)  -0.041
H (-1.2658, -5.7007, -1.3025)  0.073
H (-1.7100, -4.4812, -2.5045)  0.072
H (-2.9879, -5.2990, -1.5952)  0.062
H (-3.9199, -3.3567, -0.6724)  0.084
H (-5.1876, -2.0223, 0.5644)  0.060
H (-4.5076, -0.4281, 0.9825)  0.067
H (-4.5655, -1.6838, 2.1970)  0.068
H (0.4727, -0.1218, 4.9814)  0.127
H (0.0250, 0.5963, 7.3013)  0.096
H (-2.1675, 1.5858, 7.8960)  0.085
H (-3.9195, 1.8142, 6.1598)  0.089
H (-3.4691, 1.0470, 3.8437)  0.106
C (4.6495, -4.2029, -1.1057)  -0.174
C (5.1800, -3.1811, -0.3285)  -0.158
C (4.3844, -2.2643, 0.3326)  -0.067
C (2.9687, -2.3125, 0.2372)  -0.341
C (2.4458, -3.3787, -0.5409)  -0.095
C (3.2583, -4.2804, -1.1890)  -0.147
N (2.1271, -1.4357, 0.8590)  -0.146
N (2.8586, -0.4811, 1.5677)  -0.014
C (2.3162, 0.4885, 2.2506)  -0.298
C (3.2263, 1.4902, 2.7850)  -0.072
C (2.8265, 2.7160, 3.2469)  -0.181
C (1.4715, 3.0758, 3.3101)  -0.176
C (0.5527, 2.0749, 2.9860)  -0.105
C (0.9533, 0.8185, 2.5953)  -0.230
H (5.2877, -4.9109, -1.6218)  0.062
H (6.2594, -3.0846, -0.2342)  0.077
H (4.8268, -1.4792, 0.9257)  0.069
H (1.3744, -3.5108, -0.6115)  0.045
H (2.7915, -5.0667, -1.7757)  0.083
H (4.2798, 1.2423, 2.7129)  0.084
H (3.5882, 3.4252, 3.5638)  0.075
H (1.1416, 4.0560, 3.6252)  0.063
H (-0.5065, 2.2922, 3.0546)  0.112
O (-2.0894, -1.6880, -2.7845)  0.037
C (-1.0054, -1.2053, -3.0750)  -0.557
N (0.0200, -0.9552, -2.2305)  -0.115
S (1.2610, -0.1852, -2.9637)  0.614
O (1.3264, 1.2005, -2.5643)  -0.288
O (2.4757, -0.9446, -2.9337)  -0.278
C (0.5633, -0.2297, -4.5926)  -0.212
C (1.0870, 0.2147, -5.7902)  -0.039
C (0.2911, 0.0717, -6.9209)  -0.092
C (-0.9813, -0.4959, -6.8356)  -0.092
C (-1.4846, -0.9359, -5.6199)  -0.014
C (-0.6861, -0.7962, -4.4959)  -0.136
H (2.0750, 0.6524, -5.8415)  0.117
H (0.6622, 0.4033, -7.8834)  0.093
H (-1.5780, -0.5953, -7.7345)  0.092
H (-2.4664, -1.3821, -5.5287)  0.114
C (-2.0287, 1.5742, -1.6013)  0.003
C (-0.8221, 1.9083, -0.7694)  -0.388
O (-0.3539, 1.1041, 0.0079)  0.000
C (-0.1853, 3.2536, -0.8857)  -0.147
C (-0.6855, 4.2543, -1.7182)  -0.040
C (-0.0352, 5.4753, -1.8041)  -0.104
C (1.1154, 5.6979, -1.0581)  -0.102
C (1.6190, 4.7019, -0.2320)  -0.060
C (0.9793, 3.4765, -0.1484)  0.013
H (-2.4561, 0.6304, -1.2640)  0.078
H (-1.7059, 1.4606, -2.6394)  0.091
H (-2.7730, 2.3700, -1.5686)  0.079
H (-1.5759, 4.0797, -2.3078)  0.099
H (-0.4226, 6.2499, -2.4555)  0.089
H (1.6235, 6.6534, -1.1253)  0.090
H (2.5126, 4.8653, 0.3564)  0.104
H (1.3671, 2.6921, 0.4859)  0.112

Values from the calculation:
- energy above the lowest of the compared OMol25 structures with the same formula, charge and spin (eV) = 0.380
- total energy (hartree) = -2797.11168
- max |F| (eV/A) = 0.60
- HOMO (eV) = 0.61
- net charge = -2